1.
{
  "formula": "C18H46N3S",
  "method": "ωB97M-V with the def2-TZVPD basis set",
  "species": ["H", "C", "H", "C", "C", "H", "H", "H", "H", "H", "H", "C", "C", "N", "H", "C", "C", "C", "C", "H", "C", "H", "H", "H", "H", "H", "H", "H", "H", "H", "H", "H", "H", "H", "H", "H", "H", "H", "C", "H", "H", "H", "H", "H", "H", "H", "N", "H", "C", "C", "H", "H", "C", "H", "C", "C", "H", "H", "S", "N", "H", "H", "H", "C", "C", "H", "H", "H"],
  "positions_angstrom": [[2.350107, -2.786200, 1.318957], [-3.645638, 1.761972, 1.404489], [4.924617, -2.187588, -1.248702], [2.462577, 1.283941, -2.000169], [0.298786, -3.152489, 1.950876], [-3.008507, 2.249713, 2.154125], [-0.846899, -5.099907, 0.342187], [-6.429429, 4.569634, 2.351151], [6.852931, 1.129588, 0.580517], [-4.022152, 4.323481, 1.728139], [1.723746, -4.378966, 0.837130], [-6.069330, 4.704293, 1.326354], [6.819509, -0.902873, -1.387767], [-0.345149, -2.414391, 0.860973], [-7.007071, 1.476684, -1.200960], [3.496175, 1.565493, -3.256196], [-1.575753, -1.730667, 1.273119], [-1.126077, -4.443682, -0.486519], [-6.021609, 1.781137, -0.834569], [1.341109, 1.390817, -2.322675], [7.008814, 0.691659, -1.723960], [6.914026, 2.654585, -0.567394], [-1.324894, -1.051162, 2.098423], [-6.869791, 4.426952, 0.634435], [1.938585, -0.150291, -0.626527], [2.671231, 2.121116, -1.181728], [-6.040213, 0.718138, 1.028874], [-5.815985, 2.773730, -1.244205], [-0.873540, -2.427044, -1.173638], [6.913512, -1.541064, -2.372109], [2.167086, -4.076527, 2.516205], [-3.799186, 0.746248, 1.790346], [7.973413, 0.769773, -2.420744], [3.796541, 0.044855, 0.965946], [7.714419, -1.193786, -0.653871], [5.670137, -1.744408, 0.440570], [-2.211948, -4.326762, -0.487678], [6.124678, 1.167228, -2.349730], [-0.415865, -3.094709, -0.433029], [0.608003, -3.236757, -0.802418], [-6.968228, 2.176593, 1.039202], [-1.833834, 1.339239, 0.314041], [2.975964, 1.945102, -4.235100], [-2.450563, -3.367361, 2.435934], [0.377787, -2.494182, 2.825076], [-0.861834, -4.961712, -1.413822], [2.742462, -0.072265, -1.318543], [-3.243527, -3.076285, 0.874230], [-2.855063, 1.678354, 0.101973], [-6.013642, 1.761545, 0.690731], [4.174531, 0.599714, -3.427967], [4.250413, 2.413270, -2.897014], [-4.796203, 3.898284, 1.077074], [-5.297978, 1.076253, -1.249644], [7.388478, 1.602543, -0.373615], [1.715404, -3.622852, 1.627465], [-2.777539, 2.643122, -0.402768], [-1.913357, -1.070703, 0.464028], [4.216171, 0.125048, -0.400142], [-4.930186, 2.469603, 1.374145], [-4.467042, 4.068477, 0.046761], [-0.297293, -4.016527, 2.262299], [-5.867416, 5.770729, 1.179247], [5.417452, -1.292686, -0.632804], [-2.748613, -2.597839, 1.721404], [-3.290429, 0.953465, -0.588352], [-3.501203, -1.970408, 2.214171], [8.534324, 1.609719, -0.136240]],
  "forces_ev_per_a": [[-0.053, 0.020, -0.053], [-0.156, 0.254, 0.297], [0.575, 2.225, 1.468], [0.704, 2.009, -0.271], [0.114, 0.077, -0.191], [-0.179, 0.107, -0.064], [-0.017, 0.085, -0.049], [0.050, -0.060, -0.144], [1.077, 1.072, -1.918], [0.047, -0.314, -0.067], [0.051, 0.104, 0.051], [-0.062, -0.071, -0.055], [0.610, 0.793, 0.061], [0.103, 0.541, -0.061], [0.086, 0.035, 0.036], [0.901, 0.164, 0.900], [0.069, 0.173, 0.161], [-0.226, -0.200, -0.171], [-0.040, -0.164, -0.298], [2.196, -0.750, 0.725], [1.531, 0.170, -0.218], [1.318, -1.843, 0.649], [0.144, -0.141, -0.049], [0.049, 0.030, 0.098], [1.279, -0.588, -0.866], [-0.701, -1.523, -1.826], [0.253, 0.170, 0.085], [-0.003, -0.064, 0.064], [-0.045, 0.091, 0.307], [-0.295, 1.304, 2.053], [-0.096, 0.071, -0.125], [-0.199, 0.115, -0.084], [-2.222, -0.258, 1.358], [0.481, -0.387, -1.698], [-2.061, 0.517, -1.666], [-0.846, 1.218, -2.221], [0.133, -0.094, 0.097], [1.756, -1.133, 1.488], [0.353, -0.106, -0.065], [-0.029, 0.007, 0.173], [0.219, 0.073, 0.005], [-0.075, 0.046, 0.012], [0.963, -1.032, 2.009], [-0.004, 0.032, -0.049], [-0.281, 0.043, -0.187], [-0.014, 0.048, 0.086], [-0.872, 1.098, 1.005], [0.057, -0.039, 0.120], [0.262, -0.208, -0.206], [-0.320, 0.242, 0.207], [-1.736, 2.015, 0.042], [-1.658, -1.746, -0.919], [-0.230, -0.091, 0.169], [-0.022, 0.147, -0.046], [-1.311, -0.781, -0.159], [-0.128, -0.203, -0.038], [-0.063, -0.029, 0.020], [0.172, -0.211, -0.034], [-0.298, -0.054, 0.542], [0.344, -0.293, 0.160], [0.055, 0.118, -0.163], [0.021, -0.117, 0.094], [0.007, -0.171, -0.004], [0.761, -2.761, 0.216], [-0.339, 0.031, -0.017], [0.010, 0.124, -0.035], [0.128, -0.086, -0.060], [-2.297, 0.150, -0.686]],
  "mulliken_charge": [0.12, -0.58, 0.35, -0.30, -0.48, 0.37, 0.25, 0.33, 0.16, 0.42, 0.31, -1.41, -0.42, 0.39, 0.37, -0.79, -0.37, -1.14, -0.94, 0.35, -0.35, 0.27, 0.44, 0.30, 0.22, 0.29, 0.30, 0.24, 0.39, 0.31, 0.45, 0.21, 0.38, 0.26, 0.29, 0.37, 0.28, -0.05, -0.68, 0.33, 0.36, 0.31, 0.35, 0.29, 0.45, 0.39, -0.30, 0.25, -0.94, -0.64, 0.23, 0.21, -0.33, 0.26, -0.79, -1.25, 0.37, 0.02, 0.17, 0.13, 0.26, 0.32, 0.43, -0.55, -1.21, 0.20, 0.45, 0.33],
  "lumo_ev": -3.66,
  "gap_ev": 6.060,
  "total_charge": 1
}

2.
{
  "formula": "C4H13NO2",
  "method": "ωB97M-V with the def2-TZVPD basis set",
  "species": ["H", "H", "H", "H", "C", "C", "H", "C", "C", "H", "O", "H", "H", "H", "N", "H", "H", "H", "H", "O"],
  "positions_angstrom": [[-2.283357, -1.214231, -2.014403], [-1.566323, -3.205431, 0.577705], [1.999765, -0.151469, -0.573177], [2.246030, 2.581073, -0.612044], [-0.658298, -0.159524, 1.294896], [0.333833, 0.368356, 0.564468], [1.472199, 1.564632, -1.648191], [0.352538, 1.830359, 0.268764], [1.256654, 2.314566, -0.942411], [-0.675606, 2.305617, 0.182855], [-0.818642, -3.360605, 1.110370], [-1.404980, 0.454769, 1.527225], [-0.166709, -2.728877, 0.841531], [-1.419720, -1.270602, -0.798912], [1.248162, -0.447484, -0.004973], [1.187469, -1.388929, 0.257762], [-0.800493, -1.148055, 1.611831], [0.844889, 3.238144, -1.506704], [0.742364, 2.245265, 1.223355], [-1.889777, -1.827575, -1.359945]],
  "forces_ev_per_a": [[0.266, -0.672, 0.533], [-1.435, 0.344, -1.232], [0.538, 0.236, -0.231], [0.354, 0.397, 0.466], [2.063, -0.408, -0.967], [-1.615, -0.652, -0.458], [-0.371, -1.093, -1.125], [0.314, 1.921, -0.251], [-1.126, 1.757, 0.763], [1.089, -1.070, 0.038], [1.043, -1.065, 1.421], [-2.917, 2.510, 1.237], [0.302, 0.249, -0.290], [1.427, 1.786, 1.831], [0.572, 0.459, -0.176], [0.415, -1.137, 0.061], [0.301, -1.172, 0.272], [0.475, -1.626, 1.062], [-0.007, 0.239, -0.694], [-1.687, -1.004, -2.259]],
  "mulliken_charge": [0.28, 0.34, 0.11, 0.33, -1.90, 1.01, 0.39, -0.29, -1.21, 0.27, -0.63, 0.26, 0.19, 0.40, -0.28, 0.20, 0.66, 0.27, 0.27, -0.67],
  "smiles": "C=C(N)CC.O.O",
  "lumo_ev": 0.66,
  "gap_ev": 8.801
}

3.
{
  "formula": "C2H2N2O3S",
  "method": "ωB97M-V with the def2-TZVPD basis set",
  "species": ["O", "N", "H", "O", "O", "C", "N", "C", "S", "H"],
  "positions_angstrom": [[-0.400003, 0.583635, -5.730162], [-1.553738, -2.131238, 3.816834], [-0.497076, 2.725778, -3.488518], [1.280238, -0.763855, 1.058556], [2.742999, 0.242610, 2.560074], [2.050164, -0.226178, 1.763253], [-0.710212, 1.865926, -3.797901], [-0.487632, 1.343216, -4.869319], [-0.213124, -2.272698, 4.569035], [-2.211616, -1.367196, 4.118148]],
  "forces_ev_per_a": [[0.335, -0.226, -1.356], [-0.825, 0.340, -0.217], [0.877, 3.471, 1.128], [1.196, 0.905, 0.515], [0.414, 0.345, -0.162], [-1.618, -1.257, -0.349], [-0.662, -2.986, -1.539], [-0.550, -0.258, 1.768], [-0.152, 0.285, 0.160], [0.985, -0.619, 0.054]],
  "mulliken_charge": [-0.37, -0.31, 0.25, -0.38, -0.35, 0.73, -0.41, 0.52, 0.05, 0.26],
  "smiles": "N=C=O.O=C=O.N=S",
  "lumo_ev": [-1.24, -1.24],
  "gap_ev": [7.438, 7.441]
}

4.
{
  "formula": "C12H24N2O3",
  "method": "ωB97M-V with the def2-TZVPD basis set",
  "species": ["C", "H", "C", "H", "H", "N", "H", "H", "C", "H", "H", "C", "C", "H", "H", "H", "H", "C", "O", "C", "H", "O", "C", "H", "C", "N", "H", "H", "H", "H", "H", "H", "H", "C", "H", "O", "H", "H", "C", "C", "H"],
  "positions_angstrom": [[-2.193592, 0.874429, 0.159116], [-0.648655, -1.176919, -0.096147], [-1.308180, 0.464816, -2.355104], [-0.497869, 0.947355, -2.946046], [3.561858, 1.290544, 3.607549], [-0.181624, -0.293001, -0.206076], [0.824184, 0.013419, 2.936009], [2.510149, -3.128825, 0.949014], [-0.925248, 0.724442, -0.855191], [-0.367680, -1.402607, -2.511295], [-1.517594, -1.192645, -3.811062], [0.340065, 0.234988, 0.938292], [-1.322210, -1.075513, -2.712593], [-2.391279, 1.294093, -3.925620], [3.090748, -1.669529, -0.105452], [-4.551487, 1.044842, -3.445985], [2.339159, 1.892466, 2.265426], [3.274490, 1.355003, 2.572665], [0.156035, 1.463452, 1.181753], [-2.490268, 1.276526, -2.895854], [-0.684288, -1.844548, 2.680149], [-2.673014, -0.030378, 0.815808], [-3.958015, 0.932176, -2.573432], [-4.245938, 1.456103, -1.724868], [3.347942, 0.198151, 1.611485], [0.067595, -1.855367, 1.941274], [-2.341570, 2.330857, -2.709704], [3.291367, 0.632779, 0.643188], [-0.537447, 1.726132, -0.595550], [-3.513846, 1.911417, 0.570242], [4.085468, 2.001587, 2.350731], [0.663355, -2.682821, 2.112080], [4.059143, -2.465645, 1.156609], [2.488976, -1.040439, 1.928847], [-2.148675, -1.673748, -2.251251], [-2.742527, 2.030866, 0.066855], [2.781332, -1.333748, 2.964420], [4.364136, -0.300567, 1.634317], [3.005261, -2.110654, 0.951748], [0.999650, -0.644104, 2.002993], [-4.009907, -0.175385, -2.319340]],
  "forces_ev_per_a": [[1.257, -3.134, -2.069], [0.232, -0.430, 0.134], [0.373, -0.172, 0.193], [0.048, -0.736, 0.472], [-1.121, -1.033, 0.842], [1.480, 0.666, -0.026], [0.491, -1.295, -1.204], [-0.175, 1.352, -0.227], [-3.450, 0.779, 0.750], [1.922, -1.348, 0.576], [0.322, 0.243, 0.793], [0.391, 2.657, 1.029], [-2.940, 1.853, -1.272], [0.266, -0.550, -2.336], [-0.552, -0.863, 1.361], [-0.802, 0.517, -0.485], [0.672, -0.151, 1.315], [-0.694, 1.032, -1.089], [1.108, -2.465, 0.132], [-0.730, 0.253, 1.339], [1.237, 0.164, -1.080], [0.502, 0.487, -0.108], [2.154, -3.102, -0.153], [-1.099, 0.996, 1.196], [2.290, -1.758, 1.949], [0.812, -0.412, 1.703], [0.201, 0.425, 0.679], [-0.686, -0.131, -1.143], [0.581, -0.689, -1.236], [-2.233, 0.414, 1.412], [0.759, 1.052, -1.104], [-0.742, 0.495, 0.012], [-0.888, 0.978, 0.293], [0.400, 0.753, -0.152], [0.914, 0.573, 0.145], [0.616, 2.253, -0.922], [-0.353, 0.076, -0.585], [-0.562, 1.008, -0.012], [0.378, -1.331, -1.391], [-2.280, -0.602, 0.465], [-0.100, 1.175, -0.199]],
  "mulliken_charge": [0.34, 0.51, 0.52, 0.27, 0.33, -0.23, 0.30, 0.32, -0.28, 0.52, 0.40, 0.27, -1.68, 0.75, 0.25, 0.37, 0.27, -1.40, -0.75, -1.20, 0.22, -0.65, -1.12, 0.28, -0.78, -0.66, 0.41, 0.33, 0.48, 0.37, 0.43, 0.23, 0.41, 0.48, 0.32, -0.41, 0.26, 0.48, -1.27, 0.06, 0.25],
  "smiles": "CC[C@H](C)[C@H](N)C(=O)N[C@H](C(=O)O)[C@@H](C)CC",
  "lumo_ev": 0.87,
  "gap_ev": 10.289
}

5.
{
  "formula": "C4H5NO",
  "method": "ωB97M-V with the def2-TZVPD basis set",
  "species": ["C", "H", "H", "O", "H", "N", "C", "H", "C", "H", "C"],
  "positions_angstrom": [[-0.322093, -0.393144, 0.302309], [0.664421, -1.652659, -1.127487], [-0.176303, -2.548359, 0.161650], [1.669725, 0.910020, 0.349127], [0.187356, 2.909983, 0.003294], [-0.292297, 2.025239, 0.076434], [0.461320, 0.906282, 0.241036], [-1.259364, 1.965390, -0.202077], [0.415263, -1.658151, -0.062230], [1.347038, -1.683574, 0.509063], [-1.536613, -0.340392, 0.777630]],
  "forces_ev_per_a": [[-0.483, -0.013, 0.215], [-0.045, 0.019, 0.154], [0.076, 0.144, -0.027], [-0.471, -0.020, -0.027], [-0.051, -0.121, 0.021], [0.068, 0.030, -0.045], [0.211, 0.179, 0.002], [0.152, -0.037, 0.053], [0.025, -0.152, -0.021], [-0.134, 0.016, -0.076], [0.653, -0.045, -0.248]],
  "mulliken_charge": [0.48, 0.27, 0.35, -0.58, 0.24, -0.41, 0.55, 0.22, -1.03, 0.28, -0.37],
  "lumo_ev": -0.72,
  "gap_ev": 9.719
}

6.
{
  "formula": "C15H19AuN3O4SSi",
  "method": "ωB97M-V with the def2-TZVPD basis set",
  "species": ["C", "O", "C", "C", "H", "C", "H", "H", "N", "H", "H", "H", "O", "H", "H", "H", "O", "N", "O", "H", "H", "C", "C", "Si", "C", "C", "H", "H", "S", "H", "C", "H", "Au", "H", "C", "H", "C", "C", "C", "H", "C", "H", "C", "N"],
  "positions_angstrom": [[-2.391189, -1.671067, 1.152107], [-2.059166, 1.555779, 2.172881], [1.406608, 1.438949, -4.474451], [-0.094982, 5.878658, 3.995934], [-2.745654, 3.744916, 3.730827], [0.450893, 3.988357, 2.679811], [-4.449565, -1.808461, -2.056983], [-5.452715, -2.617729, 0.092555], [0.094931, 1.854898, 1.390365], [3.971922, -0.131951, -3.355972], [-2.052330, -1.418645, 3.126608], [3.312939, -0.913867, -1.903543], [2.394370, 2.247545, 2.393138], [1.637082, 2.351837, -3.915418], [-2.098209, 5.932954, 4.763533], [1.364457, -2.480375, -3.756720], [0.309519, 0.000621, -2.205135], [-1.571635, -1.604743, 2.262222], [1.733048, 3.579310, 0.431800], [1.844068, 5.574586, 3.089901], [-4.095593, -2.525913, 2.170543], [1.259219, -1.582527, -4.374055], [0.843937, 5.188123, 3.239167], [1.463504, -0.041302, -3.315994], [3.193827, -0.067244, -2.587574], [-1.752943, 4.159589, 3.608999], [2.135943, 1.343188, -5.286752], [3.356801, 0.847984, -2.008242], [1.355599, 2.886076, 1.630602], [0.265213, -1.607744, -4.832606], [-4.439654, -2.232855, 0.065472], [0.174768, 6.826788, 4.444022], [0.195506, 0.830841, -0.375026], [2.005727, -1.626989, -5.174835], [-0.815505, 3.478135, 2.856167], [-0.801298, -0.968593, 2.108807], [-2.587242, -1.315128, -1.103839], [-1.023384, 2.188971, 2.110613], [-3.887571, -1.789574, -1.133232], [-2.082477, -0.955554, -1.997306], [-3.693973, -2.184536, 1.223796], [0.413607, 1.561236, -4.918400], [-1.380660, 5.371014, 4.178169], [-1.857269, -1.257257, 0.008442]],
  "forces_ev_per_a": [[-0.034, 0.077, -0.110], [-0.086, -0.043, -0.073], [-0.025, 0.136, -0.057], [-0.009, -0.013, -0.002], [0.017, 0.015, -0.006], [-0.038, 0.026, 0.007], [0.011, -0.006, 0.003], [0.002, 0.007, 0.004], [-0.024, 0.305, 0.087], [-0.043, 0.005, 0.028], [-0.021, 0.047, 0.028], [0.005, 0.049, -0.044], [0.062, 0.009, -0.017], [-0.027, -0.034, -0.052], [0.021, -0.003, 0.004], [-0.013, 0.038, -0.050], [-0.206, -0.159, 0.062], [0.026, -0.118, 0.025], [0.017, 0.019, -0.031], [-0.027, 0.000, -0.011], [0.003, 0.005, -0.025], [-0.045, -0.124, -0.051], [0.053, -0.022, 0.042], [0.060, 0.070, 0.050], [0.088, -0.003, 0.126], [-0.020, 0.027, 0.074], [-0.034, 0.017, 0.042], [0.020, -0.066, -0.027], [-0.166, -0.005, 0.193], [0.059, -0.005, 0.021], [-0.012, -0.011, -0.012], [-0.011, 0.000, 0.004], [0.070, -0.042, -0.236], [-0.042, -0.001, 0.045], [0.024, -0.012, -0.027], [0.014, 0.066, 0.001], [0.114, -0.014, 0.058], [0.277, -0.097, -0.094], [-0.018, -0.003, 0.026], [-0.004, -0.007, 0.048], [-0.022, 0.018, 0.027], [0.052, -0.018, 0.022], [0.002, -0.017, -0.014], [-0.073, -0.114, -0.087]],
  "mulliken_charge": [0.58, -0.63, -1.00, -0.39, 0.48, 0.23, 0.38, 0.37, -0.15, 0.32, 0.26, 0.27, -0.63, 0.26, 0.37, 0.25, -0.53, -0.59, -0.62, 0.41, 0.29, -1.07, -0.57, 0.37, -1.01, -0.49, 0.32, 0.28, 1.04, 0.29, -0.20, 0.37, 0.25, 0.33, 0.04, 0.27, -0.16, 0.44, -0.72, 0.33, -0.74, 0.28, -0.47, -0.07],
  "lumo_ev": 2.78,
  "gap_ev": 8.050,
  "total_charge": -1
}

Calculated values (eV/Å) of maximum force for the records, taken in order: 2.87 4.04 3.75 3.96 0.70 0.32.
Calculated values (eV) of energy above the lowest of the compared OMol25 structures with the same formula, charge and spin for the records, taken in order: 3.5087 1.5905 1.6219 3.1172 3.0660 0.0000.